Entry 1:
ORCA calculation (the ωB97M-V functional and the def2-TZVPD basis) on C14H27InN2O as an isolated structure in a non-equilibrium geometry.

Each line ends with the natural charge from an NBO analysis.
Element x y z (Å)
C  -2.85607  -1.78906  0.01668  -0.6303
H  -3.91903  -1.94480  0.23976  0.2615
H  -2.71910  -1.63826  -1.06579  0.2106
H  -2.70904  -0.81175  0.55104  0.1698
C  -2.01201  -2.97607  0.51555  -0.4239
H  -0.93297  -2.93556  0.27169  0.1768
H  -2.04338  -3.01669  1.60875  0.2181
C  -2.52101  -4.29964  -0.05643  -0.6032
H  -1.94937  -5.15049  0.32718  0.2318
H  -3.56951  -4.43739  0.21975  0.2250
H  -2.45485  -4.31277  -1.15028  0.2086
C  1.77605  1.35365  -0.33861  0.0413
C  2.07884  -0.00348  -0.67638  0.0587
C  1.20209  -0.40317  -1.74592  0.1102
C  0.34611  0.70235  -2.03937  0.0228
C  0.70485  1.77863  -1.17141  0.1787
C  0.17754  3.15967  -1.23161  -0.7006
C  -0.71607  0.70874  -3.08324  -0.6829
C  1.15339  -1.74281  -2.39888  -0.6964
C  3.18706  -0.80363  -0.10614  -0.6887
C  2.49609  2.17566  0.67337  -0.6766
In  -0.28919  -0.41062  0.56449  0.9442
H  -1.38992  1.56654  -2.93859  0.2512
H  -0.28187  0.78050  -4.09894  0.2889
H  -1.30792  -0.22268  -3.03654  0.2552
H  -0.81575  3.16771  -1.69529  0.2486
H  0.12026  3.60487  -0.23031  0.2576
H  0.85698  3.77207  -1.84702  0.2863
H  2.86797  1.53294  1.49241  0.2397
H  3.37026  2.68888  0.21938  0.2830
H  1.82644  2.95035  1.08696  0.2576
H  2.99619  -1.87413  -0.25112  0.2521
H  4.12952  -0.54341  -0.61650  0.2902
H  3.30722  -0.59646  0.96600  0.2527
H  0.10439  -2.06796  -2.51627  0.2586
H  1.61235  -1.72774  -3.40680  0.2930
H  1.68637  -2.49120  -1.79183  0.2521
N  -1.57622  2.33019  3.47892  -0.7930
C  -0.35124  1.83931  3.14968  0.8093
N  0.59174  1.84959  4.10634  -0.7904
O  -0.08988  1.42816  1.97331  -0.8455
H  -1.72250  2.79774  4.36358  0.4231
H  -2.31397  2.29924  2.79156  0.4239
H  1.48330  1.41872  3.86747  0.4209
H  0.46584  2.29429  5.00940  0.4293

Atoms 1-6, force components in eV/Å:
C -0.02 0.29 0.27
H 0.17 -0.32 -0.32
H -0.22 0.08 0.28
H 0.17 -0.58 -0.37
C -0.05 -0.24 0.18
H -0.34 0.32 -0.12

Properties
Total charge: +2
Gap between HOMO and LUMO (alpha / beta) in eV: 5.63 / 5.80
Energy relative to the best compared isomer or geometry (same formula, charge and spin) in kcal/mol: 0.0
E_HOMO (alpha / beta) in eV: -15.3687 / -15.3732
LUMO (alpha / beta) in Ha: -0.3579 / -0.3517
Maximum force in Eh/bohr: 0.030

Entry 2:
ORCA calculation (the ωB97M-V functional and the def2-TZVPD basis) on C9H16ClNO4 as an isolated structure in a non-equilibrium geometry.

Each line ends with the natural charge from an NBO analysis.
Element x y z (Å)
C  -2.14712  1.01920  -0.02583  0.3962
C  -3.22484  -0.95328  0.20339  0.7962
C  -2.05396  2.01476  1.12872  -0.6580
C  1.82960  -1.84147  -0.00568  -0.4062
C  1.81185  -0.07962  -1.56484  -0.4782
C  3.20928  0.17748  0.39366  -0.4018
C  -1.79783  -1.26475  0.56932  -0.6120
C  0.69895  0.23630  0.48112  -0.2091
C  -1.12999  -0.15108  -0.34143  0.4842
N  1.86678  -0.41840  -0.15578  -0.2621
O  -4.13781  -1.74234  0.16118  -0.5698
O  -2.19346  1.81377  -1.15127  -0.7240
O  -3.38151  0.34174  0.10817  -0.4775
O  -1.04147  -0.33623  -1.56546  -0.7970
Cl  1.03539  1.95922  0.54204  -0.0419
H  -3.16387  2.28751  1.31207  0.2355
H  -1.61616  1.68444  2.12783  0.2100
H  -1.50958  3.00704  0.83448  0.2431
H  1.31586  -2.20035  0.94198  0.2361
H  1.20190  -2.14824  -0.73139  0.2321
H  2.82995  -2.24781  -0.19974  0.2245
H  1.45799  1.01185  -1.75966  0.2645
H  2.63528  -0.31339  -2.17264  0.2166
H  0.95176  -0.57634  -2.01009  0.2818
H  3.15011  0.21802  1.41790  0.2175
H  4.06341  -0.47545  0.09572  0.2094
H  3.57000  1.10349  -0.12416  0.2496
H  -1.53974  -1.10516  1.60684  0.2246
H  -1.27211  -2.18293  0.33509  0.2240
H  0.64393  -0.05145  1.50853  0.1890
H  -2.06262  1.21348  -1.96007  0.5025

Atoms 1-6, force components in eV/Å:
C 1.84 2.28 -0.56
C -0.69 -2.92 1.44
C -0.63 1.93 1.24
C 0.85 -1.31 2.78
C -2.96 2.32 -2.31
C 1.33 -0.84 -3.34

Properties
Total charge: 0
Gap between HOMO and LUMO in eV: 8.44
Energy relative to the best compared isomer or geometry (same formula, charge and spin) in kcal/mol: 48.9
E_HOMO in eV: -8.3567
LUMO in Ha: 0.0032
Maximum force in Eh/bohr: 0.086

Entry 3:
ORCA calculation (the ωB97M-V functional and the def2-TZVPD basis) on C44H42AlF4N14OP as an isolated structure.

Each line ends with the Löwdin charge.
Element x y z (Å)
Al  0.75383  -0.24324  0.33504  0.1213
C  -0.81319  -5.10062  -3.84801  -0.0170
C  -0.04182  -4.13474  -2.99475  -0.2560
C  0.96760  -4.56172  -2.13155  -0.0177
C  1.66286  -3.67164  -1.33270  -0.0114
C  1.41764  -2.29538  -1.39007  -0.2414
N  2.01466  -1.35883  -0.54746  0.0398
C  3.39951  -1.36361  -0.42133  -0.1815
C  4.22916  -1.95355  -1.38632  -0.0014
C  5.60192  -1.89254  -1.30466  -0.0122
C  6.24360  -1.19644  -0.27950  -0.2581
C  7.73745  -1.07219  -0.23591  -0.0346
C  5.43843  -0.58545  0.66432  0.0250
C  4.04963  -0.69386  0.61578  -0.1003
N  3.31789  -0.07040  1.67991  -0.0089
C  3.78359  0.20207  2.90277  0.0009
C  2.84984  0.97342  3.57296  0.0072
C  1.80927  1.11541  2.67778  -0.1183
N  2.08065  0.46945  1.53159  0.0669
C  0.42978  -1.87612  -2.29019  -0.1181
C  -0.30436  -2.77069  -3.05555  0.0272
N  0.23627  -0.47782  -2.49506  -0.0182
C  0.10179  0.16609  -3.66592  0.0039
C  0.08814  1.52105  -3.41250  0.0083
C  0.23431  1.62563  -2.03412  -0.0947
N  0.32444  0.41471  -1.48372  0.0584
H  -0.46400  -6.12114  -3.70343  0.0944
H  -0.70970  -4.85880  -4.90587  0.0969
H  -1.88077  -5.07342  -3.61599  0.0669
H  1.19843  -5.61728  -2.06463  0.1303
H  2.42482  -4.03438  -0.65445  0.1396
H  3.77662  -2.46161  -2.22634  0.1184
H  6.19345  -2.37115  -2.07401  0.1271
H  8.21463  -2.01735  -0.49085  0.0883
H  8.08305  -0.77479  0.75240  0.0816
H  8.08562  -0.32508  -0.95072  0.0929
H  5.90046  0.00277  1.44439  0.1179
H  4.74834  -0.15288  3.21503  0.1420
H  2.92808  1.37073  4.56732  0.1189
H  0.88352  1.65339  2.77210  0.0970
H  -1.06944  -2.39485  -3.72524  0.1333
H  0.05148  -0.38257  -4.58949  0.1443
H  0.00586  2.31729  -4.12775  0.1177
H  0.29003  2.49810  -1.40270  0.0682
F  -2.42908  -1.80234  -0.18119  0.1178
C  -2.85669  -2.96605  -0.69741  -0.1206
C  -3.93787  -2.95576  -1.48600  -0.1255
F  -4.52086  -1.79741  -1.73998  0.1468
C  -4.48820  -4.16992  -2.07399  -0.0034
C  -3.74361  -5.37963  -1.74311  -0.1423
C  -2.65762  -5.37819  -0.94926  -0.1469
F  -2.02482  -6.51512  -0.70963  0.1596
C  -2.12852  -4.17066  -0.35547  0.0012
C  -1.02273  -4.16864  0.44293  -0.1055
C  -0.42124  -2.96005  0.88605  -0.0078
N  0.08927  -1.97279  1.18634  0.2877
C  -0.24966  -5.31812  0.80794  -0.1709
N  0.45350  -6.16411  1.13150  0.2430
F  -4.15059  -6.51837  -2.25920  0.1733
C  -5.59800  -4.17583  -2.85354  -0.0943
C  -6.33551  -2.98932  -3.17603  -0.1421
N  -6.92135  -2.04008  -3.44312  0.2419
C  -6.15538  -5.35835  -3.43853  -0.1396
N  -6.66329  -6.25916  -3.93461  0.2554
C  -2.69271  1.70105  -0.40981  0.0083
N  -2.88051  1.12069  0.90925  -0.0455
C  -4.25354  1.21503  1.41264  -0.1258
C  -4.28610  1.05961  2.91449  -0.1294
C  -3.51064  -0.18727  3.27083  -0.1240
N  -2.14917  -0.10852  2.73067  -0.0439
C  -1.12972  -0.71216  3.57463  -0.0148
C  -1.89426  0.50459  1.56755  -0.3732
O  -0.70016  0.53233  1.08192  0.0132
H  -2.87317  2.77620  -0.36588  0.1017
H  -3.40500  1.25439  -1.10573  0.1080
H  -1.68729  1.51969  -0.75951  0.0482
H  -4.86383  0.44943  0.92240  0.1365
H  -4.64023  2.18696  1.10444  0.1362
H  -5.31578  0.97805  3.25879  0.1335
H  -3.83887  1.92966  3.39908  0.1325
H  -4.00451  -1.08141  2.87920  0.1376
H  -3.42202  -0.30729  4.34936  0.1334
H  -1.02121  -0.13256  4.49362  0.1111
H  -0.17728  -0.76580  3.06803  0.0455
H  -1.43681  -1.72459  3.83801  0.1072
C  -0.12265  6.69064  2.11374  -0.1857
N  -0.39642  6.47682  0.69442  -0.1490
C  0.73871  6.98610  -0.07473  -0.1831
N  2.02233  6.40742  0.31126  -0.1500
C  2.21831  6.62003  1.74244  -0.1821
N  1.13211  6.09938  2.57185  -0.1485
C  1.08138  4.64506  2.52989  -0.3517
P  0.80053  3.95547  0.82074  0.9945
C  -0.63808  5.06850  0.41113  -0.3553
C  2.09293  4.99263  -0.02881  -0.3402
H  -0.94720  6.28605  2.70498  0.1271
H  -0.06996  7.76687  2.28726  0.1336
H  0.79290  8.06484  0.08289  0.1337
H  0.56555  6.80162  -1.13685  0.1287
H  2.28975  7.69467  1.91918  0.1338
H  3.15797  6.15697  2.04939  0.1293
H  0.27350  4.29836  3.18306  0.0841
H  2.01579  4.23865  2.92895  0.0810
H  -1.51044  4.73564  0.98345  0.0777
H  -0.88906  4.95559  -0.64878  0.0817
H  1.98071  4.87882  -1.11166  0.0841
H  3.08305  4.60573  0.22794  0.0876

Atoms 1-6, force components in eV/Å:
Al 0.64 -0.14 -0.13
C -0.01 -0.05 -0.06
C 0.02 0.04 0.02
C -0.01 0.01 -0.05
C 0.03 0.01 -0.02
C -0.08 -0.05 -0.10

Properties
Total charge: +2
Gap between HOMO and LUMO in eV: 4.25
Energy relative to the best compared isomer or geometry (same formula, charge and spin) in kcal/mol: 18.0
E_HOMO in eV: -12.2181
LUMO in Ha: -0.2930
Maximum force in Eh/bohr: 0.013